90
Properties=species:S:1:pos:R:3:forces:R:3 method="wB97M-V/def2-TZVPD" total_charge=+3 orbital_gap_ev="6.57 / 3.46" multiplicity=5 total_energy_ha=-3029.77677 largest_force_ev_per_a=1.1
Pt 0.2963 -0.5317 -0.0594 -0.09 -1.10 -0.01
C 2.7679 -0.8309 2.2974 -0.01 -0.13 -0.02
C 3.2824 -1.7109 1.1487 -0.12 0.05 0.03
P 2.5451 -1.2834 -0.4598 0.38 0.75 -0.08
C 3.4784 0.1412 -1.0957 -0.15 -0.02 0.04
C 4.7732 0.4441 -0.6874 0.04 0.06 0.11
C 5.4589 1.5019 -1.2719 0.05 -0.06 0.06
C 4.8682 2.2446 -2.2804 -0.03 0.02 -0.05
C 3.5760 1.9464 -2.6949 -0.04 -0.08 -0.03
C 2.8853 0.8988 -2.1060 0.05 0.07 -0.03
C 2.9620 -2.6292 -1.5851 -0.50 0.00 0.04
C 2.0034 -3.1476 -2.4509 -0.01 -0.13 0.06
C 2.3411 -4.1755 -3.3214 -0.08 0.09 -0.01
C 3.6346 -4.6714 -3.3311 0.05 0.00 -0.01
C 4.5915 -4.1534 -2.4657 0.06 0.08 -0.01
C 4.2644 -3.1245 -1.5970 0.07 -0.11 -0.03
C 1.6052 -1.4853 3.0471 0.01 0.08 -0.13
P -0.0174 -1.4034 2.1805 0.17 0.67 0.12
C -0.7774 -3.0231 2.3097 -0.03 -0.03 -0.21
C -2.0937 -3.1676 2.7526 0.01 -0.04 0.01
C -2.6300 -4.4379 2.9050 -0.03 0.03 -0.06
C -1.8734 -5.5583 2.5844 -0.01 -0.02 0.00
C -0.5808 -5.4148 2.0956 0.01 -0.01 -0.05
C -0.0350 -4.1507 1.9497 0.00 0.03 0.01
C -1.0252 -0.2716 3.1767 0.00 -0.03 -0.03
C -1.6723 0.8276 2.6193 -0.02 -0.05 0.02
C -2.4178 1.6836 3.4214 0.02 0.00 -0.08
C -2.5163 1.4467 4.7835 -0.01 0.00 0.03
C -1.8733 0.3509 5.3475 0.04 -0.05 0.02
C -1.1358 -0.5095 4.5503 -0.03 0.02 -0.01
H 2.4660 0.1486 1.9183 0.05 0.09 0.05
H 3.5747 -0.6496 3.0068 0.01 -0.05 0.01
H 3.0671 -2.7659 1.3305 0.04 -0.02 0.00
H 4.3643 -1.6322 1.0556 0.02 -0.06 -0.03
H 5.2678 -0.1280 0.0878 -0.01 0.05 -0.03
H 6.4602 1.7399 -0.9378 0.00 -0.04 -0.03
H 5.4199 3.0437 -2.7573 -0.02 0.03 0.04
H 3.1164 2.5202 -3.4900 0.02 -0.03 0.00
H 1.8827 0.6568 -2.4420 0.01 0.02 -0.02
H 0.9910 -2.7567 -2.4367 0.00 -0.02 0.00
H 1.5966 -4.5874 -3.9900 0.02 0.03 -0.01
H 3.9070 -5.4543 -4.0262 -0.01 -0.04 0.05
H 5.6009 -4.5427 -2.4772 -0.01 0.01 -0.01
H 5.0299 -2.7106 -0.9516 -0.02 -0.02 0.01
H 1.4542 -0.9805 4.0011 -0.04 -0.04 0.04
H 1.8242 -2.5326 3.2574 0.01 -0.01 0.04
H -2.6866 -2.2973 3.0076 0.03 -0.01 0.07
H -3.6357 -4.5552 3.2877 0.01 0.00 -0.01
H -2.2919 -6.5477 2.7156 0.01 0.02 0.00
H 0.0015 -6.2887 1.8352 -0.01 0.01 0.00
H 0.9715 -4.0447 1.5570 0.00 -0.03 0.06
H -1.5804 1.0218 1.5578 -0.01 0.04 -0.01
H -2.9161 2.5406 2.9836 0.01 -0.03 0.01
H -3.0955 2.1116 5.4111 0.02 0.00 -0.01
H -1.9428 0.1677 6.4117 -0.03 -0.01 -0.02
H -0.6570 -1.3722 4.9998 0.01 0.02 0.01
C -4.7259 2.7459 -4.6334 0.01 0.01 -0.13
C -4.3344 1.8499 -3.5410 0.02 -0.09 0.22
C -5.1118 1.8256 -2.3261 0.09 0.07 -0.32
C -4.7852 0.9787 -1.3168 0.13 -0.26 0.03
C -3.6840 0.1003 -1.4927 -0.01 0.03 -0.11
C -2.8635 0.1366 -2.6529 -0.11 -0.02 0.28
C -3.1958 0.9832 -3.6622 -0.22 0.19 -0.06
S -3.3274 -1.0849 -0.2132 0.37 -0.10 -0.02
C -4.3720 -2.3896 -0.8814 -0.21 -0.07 0.06
O -1.9184 -1.5572 -0.4145 -0.30 0.27 -0.23
H -4.8764 3.7670 -4.2637 -0.04 -0.03 0.01
H -5.7115 2.4346 -5.0151 0.03 0.03 0.04
H -4.0193 2.7456 -5.4585 -0.01 0.01 0.00
H -5.9679 2.4837 -2.2344 0.04 0.02 -0.05
H -5.3669 0.9529 -0.4023 0.04 -0.02 -0.01
H -2.0242 -0.5421 -2.7396 0.00 0.00 0.09
H -2.6198 0.9918 -4.5793 -0.06 0.05 -0.01
H -4.1560 -2.5312 -1.9382 0.03 -0.03 0.03
H -5.4173 -2.1238 -0.7136 0.04 -0.03 -0.02
H -4.1100 -3.2775 -0.3053 -0.02 0.02 0.03
N 1.0266 9.3032 0.5955 -0.02 -0.13 -0.02
C 0.8744 8.1697 0.4645 -0.01 0.01 0.01
C 0.6877 6.7618 0.3012 0.02 0.06 -0.03
C 0.7232 6.2080 -0.9965 0.02 0.08 0.04
C 0.5715 4.8613 -1.1580 -0.02 -0.05 0.07
C 0.3686 4.0259 -0.0204 0.06 0.11 -0.03
C 0.3237 4.6058 1.2836 -0.02 -0.03 -0.09
C 0.4835 5.9538 1.4372 0.03 0.04 0.02
C 0.2562 2.6567 -0.1600 0.06 -0.42 0.02
C 0.2591 1.4123 -0.2122 0.16 0.30 0.26
H 0.8835 6.8552 -1.8476 0.01 0.02 0.02
H 0.6176 4.4159 -2.1421 0.00 -0.03 0.02
H 0.1706 3.9649 2.1415 0.01 -0.02 -0.02
H 0.4660 6.4067 2.4193 0.00 0.02 -0.03